[1]
Formula: C4H12
Source: OMol25
Level of theory: ωB97M-V with the def2-TZVPD basis set

```
16
Properties=species:S:1:pos:R:3:nbo_charge:R:1
C -0.62921 -0.50334 -2.62918 -0.606
C 0.53188 -0.13447 -1.72902 -0.614
H -0.25614 -1.04650 -3.48680 0.205
H -1.37829 -1.09454 -2.10975 0.207
H -1.05660 0.37517 -3.12764 0.200
H 0.41241 0.32983 -0.75157 0.207
H 1.32919 0.39640 -2.22781 0.203
H 0.98014 -1.09471 -1.46523 0.197
C -0.42426 -0.36683 2.19560 -0.615
C 0.37162 0.94961 2.15025 -0.608
H -0.42473 -0.60209 3.25530 0.208
H -1.45194 -0.14657 1.92215 0.207
H 0.08376 -1.07347 1.56642 0.211
H 0.80643 1.22610 1.18424 0.197
H 1.25796 0.92868 2.79363 0.199
H -0.15224 1.85672 2.45941 0.203
```

Frontier orbital gap in Eh: 0.462
SMILES: CC.CC
HOMO in Eh: -0.420
Total charge: 0
Calculated total energy in hartree: -159.569309
Energy above the lowest of the compared OMol25 structures with the same formula, charge and spin in kcal/mol: 9.8
LUMO level in eV: 1.139



[2]
Formula: C12H21S
Source: OMol25
Level of theory: ωB97M-V with the def2-TZVPD basis set

```
34
Properties=species:S:1:pos:R:3:lowdin_spin:R:1
C -1.95061 -1.08252 -1.06879 0.517
C 0.45004 -1.08983 -1.74534 0.295
C -1.69272 -0.13009 0.08236 0.075
C 1.03945 -0.65337 -0.62030 0.514
C -0.97962 -1.38995 -1.91817 0.299
C -1.19941 -2.25211 -3.21239 0.029
C -0.88430 -1.67591 2.95509 0.007
C 1.49329 -2.01612 2.20525 0.008
C 0.00510 3.12206 -0.10728 0.003
C 1.98958 4.43194 -0.57749 0.000
C 0.02031 -1.83917 1.71180 0.056
C 0.62588 4.31430 -0.08495 0.000
S -0.02836 -0.21641 0.74885 0.079
H -2.83002 -1.48329 -1.31963 0.031
H 1.12419 -1.57085 -2.35398 0.012
H -2.37684 -0.23136 0.90691 0.004
H 2.13522 -0.45271 -0.44892 0.020
H -0.23843 -2.34409 -3.61741 0.000
H -1.80255 -1.62652 -3.77660 0.010
H -1.71532 -3.18430 -2.93736 0.008
H -0.94917 -2.47222 3.64572 0.003
H -1.89367 -1.52978 2.72000 0.000
H -0.56171 -0.86840 3.63526 0.001
H 2.00799 -2.75395 1.70541 0.002
H 1.68058 -2.24799 3.28198 0.000
H 1.92279 -0.98766 2.13483 0.002
H -1.76204 0.86102 -0.16527 0.020
H 0.38381 2.29464 -0.58361 0.003
H -1.07501 2.93541 0.13566 0.001
H 2.36365 5.44614 -0.56296 0.000
H 2.04068 4.07772 -1.70193 0.000
H 2.72489 3.84934 -0.12285 0.000
H -0.22711 -2.53251 0.96504 0.002
H 0.15945 5.29851 0.09104 0.000
```

Expectation value of S²: 2.007
Frontier orbital gap (alpha / beta) in Eh: 0.287 / 0.193
2S+1: 3
HOMO (alpha / beta) in Eh: -0.373 / -0.445
Total charge: +1
Calculated total energy in hartree: -867.520742
Energy above the lowest of the compared OMol25 structures with the same formula, charge and spin in kcal/mol: 21.1
LUMO level (alpha / beta) in eV: -2.338 / -6.853



[3]
Formula: C35H72BCl2FN2O21PS
Source: OMol25
Level of theory: ωB97M-V with the def2-TZVPD basis set

```
136
Properties=species:S:1:pos:R:3:lowdin_charge:R:1
C -0.09937 6.42893 4.93430 -0.129
C 1.12325 5.40278 4.84402 -0.213
C 1.37035 4.77666 3.39486 -0.245
O 0.74503 3.48394 3.36389 -0.232
C 0.79468 2.89256 2.04149 -0.278
P -0.61777 1.70033 1.56991 0.470
S -2.28938 0.36568 1.01846 0.620
C -2.07276 2.98804 1.64946 -0.347
C -1.67249 4.51141 1.55549 -0.277
C -3.00738 5.33741 1.11782 -0.545
Cl -4.39078 4.99002 2.28236 0.467
C -0.07576 2.12113 -0.22114 -0.293
C -0.42984 1.08980 -1.38199 -0.263
C -1.73955 1.62416 -2.16695 -0.226
C -2.88877 0.53293 -2.40907 -0.212
C -4.30789 1.32194 -2.28682 -0.282
N -4.87108 1.25079 -0.87900 -0.046
O 0.59138 0.41451 1.69648 -0.326
C 0.82314 -0.05897 3.04807 -0.574
Cl 2.47338 0.40496 3.81345 0.785
C 1.13147 -1.62371 2.73182 -0.179
C 1.73530 -2.42145 3.99901 -0.200
C 1.32445 -3.99226 3.98050 -0.168
F 0.53069 -4.36001 5.12199 -0.113
C -0.50730 0.28393 3.92459 -0.308
C -1.32324 -0.96126 4.51553 -0.098
C -2.15418 -1.87490 3.54727 -0.102
C -3.71265 -1.45364 3.56045 -0.419
O -4.09132 -0.31349 3.85289 0.060
O -4.60991 -2.52483 3.24075 0.009
B -0.26767 1.06009 5.37704 -0.467
N -1.09344 2.26950 5.77797 0.129
O 0.66708 0.59562 6.38718 0.028
O -1.16580 1.34205 3.21015 -0.369
H 0.12052 7.43264 4.42110 0.071
H -0.31283 6.58112 6.05350 0.074
H -1.06727 6.04813 4.46164 0.062
H 1.05488 4.53448 5.57785 0.111
H 2.07009 6.00189 5.10511 0.104
H 1.01504 5.50325 2.59215 0.116
H 2.50441 4.63856 3.22693 0.128
H 1.77592 2.29158 1.93312 0.092
H 0.95723 3.76717 1.30309 0.090
H -1.64041 -0.82347 0.65031 -0.132
H -2.72198 2.74505 2.56270 0.081
H -2.73489 2.73985 0.73541 0.030
H -1.41919 4.87274 2.61920 0.090
H -0.89066 4.79809 0.78626 0.099
H -3.32160 4.85865 0.11876 0.069
H -2.78931 6.44365 0.98302 0.066
H -0.40989 3.15627 -0.56650 0.084
H 1.07735 2.17010 -0.18445 0.087
H 0.42363 1.18975 -2.15869 0.097
H -0.44900 -0.00779 -1.11483 0.079
H -2.22192 2.47566 -1.55954 0.082
H -1.42700 2.05970 -3.18732 0.108
H -2.84584 -0.35582 -1.70807 0.072
H -2.85997 0.17494 -3.50246 0.096
H -5.07129 0.96198 -3.05987 0.096
H -4.17571 2.44962 -2.49287 0.102
H -4.93559 2.20401 -0.47803 0.054
H -5.85765 0.96686 -1.01449 0.051
H 0.28023 -2.15566 2.20713 0.099
H 1.99400 -1.58719 1.96901 0.119
H 1.47700 -1.94017 5.00248 0.097
H 2.88429 -2.38971 3.94416 0.095
H 2.29816 -4.58536 3.97346 0.109
H 0.79388 -4.17686 2.98791 0.111
H -2.04443 -0.53207 5.30868 0.135
H -0.61238 -1.63400 5.12283 0.117
H -1.81844 -1.96561 2.47259 0.070
H -2.15010 -2.94965 3.97026 0.126
H -5.30753 -2.21034 2.62975 0.107
H -0.95312 3.04278 5.11466 0.048
H -2.08002 1.97581 5.61617 0.077
H 0.14185 -0.05975 6.90806 0.101
C -3.01776 -5.14816 -4.72657 -0.044
O -3.91592 -5.36613 -3.64017 -0.006
C -3.70936 -4.55882 -2.58616 -0.605
O -2.86077 -3.70854 -2.50264 0.128
O -4.61389 -4.86635 -1.64366 -0.005
C -4.51173 -4.07996 -0.45636 -0.042
H -3.27595 -5.85216 -5.51811 0.083
H -3.12448 -4.13397 -5.11706 0.099
H -1.98755 -5.33723 -4.41845 0.100
H -4.67797 -3.02345 -0.67771 0.099
H -3.54074 -4.22644 0.02076 0.100
H -5.28799 -4.41422 0.23246 0.091
C 4.84067 1.63370 4.91302 -0.100
O 5.77294 2.48629 4.24126 0.004
C 6.97814 2.55170 4.82137 -0.605
O 7.31776 1.97040 5.82253 0.115
O 7.74698 3.38022 4.09227 -0.006
C 9.06856 3.54524 4.59814 -0.058
H 3.89793 1.65806 4.35339 -0.051
H 5.20484 0.60408 4.93156 0.095
H 4.65040 1.99416 5.92647 0.106
H 9.60101 2.59174 4.60422 0.095
H 9.04673 3.98146 5.59910 0.096
H 9.59555 4.23087 3.93386 0.089
C -3.50312 9.85940 -0.88751 -0.047
O -2.28558 9.22647 -0.49976 -0.005
C -1.33784 10.07188 -0.06709 -0.604
O -1.44007 11.27101 0.01233 0.118
O -0.25667 9.34882 0.26189 0.000
C 0.84031 10.12228 0.74321 -0.047
H -4.19143 9.08123 -1.21763 0.094
H -3.95242 10.38226 -0.04073 0.099
H -3.33257 10.54618 -1.71928 0.096
H 0.56504 10.65548 1.65550 0.098
H 1.18555 10.81998 -0.02267 0.097
H 1.65385 9.43527 0.97688 0.094
C 0.82201 -8.89736 -9.24995 -0.043
O -0.50726 -9.41731 -9.27180 -0.002
C -1.33379 -8.84908 -8.38090 -0.605
O -1.04433 -7.97441 -7.60351 0.120
O -2.54022 -9.42462 -8.50612 -0.003
C -3.52522 -8.91223 -7.61116 -0.048
H 1.40046 -9.42691 -10.00689 0.094
H 0.82354 -7.83356 -9.49573 0.100
H 1.28714 -9.06946 -8.27742 0.097
H -3.69433 -7.84869 -7.79226 0.095
H -3.23101 -9.08540 -6.57393 0.099
H -4.45698 -9.44612 -7.79876 0.093
C 4.47175 -6.82150 -6.03920 -0.041
O 5.73119 -7.35209 -6.45173 0.001
C 5.68112 -8.07221 -7.58176 -0.604
O 4.69455 -8.29092 -8.23966 0.114
O 6.92184 -8.50733 -7.85286 0.000
C 7.01884 -9.29405 -9.03820 -0.049
H 4.63293 -6.26030 -5.11889 0.096
H 4.07431 -6.14062 -6.79454 0.099
H 3.76309 -7.62639 -5.83391 0.098
H 6.72262 -8.71136 -9.91290 0.097
H 6.41133 -10.19734 -8.95221 0.097
H 8.06164 -9.58904 -9.15675 0.093
```

Frontier orbital gap in Eh: 0.227
HOMO in Eh: -0.167
Total charge: -1
Calculated total energy in hartree: -4850.951730
LUMO level in eV: 1.622



[4]
Formula: C6H15NO
Source: OMol25
Level of theory: ωB97M-V with the def2-TZVPD basis set

```
23
Properties=species:S:1:pos:R:3:nbo_charge:R:1
C 0.49733 -1.70888 -2.78023 -0.592
C -0.34876 -1.14007 -1.68645 -0.389
C 0.29530 -1.41439 -0.33418 -0.374
C 1.30628 -0.22227 0.03388 -0.423
N -0.11170 2.59992 2.13990 -0.826
C 0.69812 1.51330 1.80115 -0.017
C 0.49742 0.94460 0.57542 -0.309
H 1.46308 -1.76476 -2.42460 0.200
H 0.16094 -2.58544 -3.16422 0.205
H 0.34551 -1.10471 -3.83271 0.190
H -0.40834 0.06690 -1.84885 0.187
H -1.29498 -1.48714 -1.75743 0.201
H 0.71031 -2.29135 -0.15277 0.195
H -0.54218 -1.42615 0.48360 0.179
H 1.93810 -0.59228 0.82904 0.204
H 1.95962 -0.00358 -0.90024 0.202
H -0.85568 2.93093 1.61905 0.388
H -0.01787 2.95225 3.00748 0.366
H 1.54955 1.28365 2.53276 0.205
H -0.45838 1.29322 0.00103 0.206
H -1.99783 0.13004 1.75189 0.474
H -2.65815 1.24956 2.46339 0.463
O -2.72767 0.77665 1.64309 -0.936
```

Frontier orbital gap in Eh: 0.318
SMILES: CCCC/C=C/N.O
HOMO in Eh: -0.284
Total charge: 0
Calculated total energy in hartree: -367.508006
Energy above the lowest of the compared OMol25 structures with the same formula, charge and spin in kcal/mol: 77.4
LUMO level in eV: 0.910



[5]
Formula: C3H6N2S2
Source: OMol25
Level of theory: ωB97M-V with the def2-TZVPD basis set

```
13
Properties=species:S:1:pos:R:3:nbo_charge:R:1
C 1.05296 1.88719 0.09494 -0.702
C 0.22774 0.65101 -0.00637 0.088
C -1.90825 -1.71718 0.07635 -0.056
H 0.34962 2.70845 0.05376 0.232
H 1.55404 1.84008 1.09055 0.250
H 1.83366 1.93253 -0.67358 0.243
H -0.87518 -1.97361 0.15190 0.202
H -2.71927 -2.49639 0.05626 0.170
H 2.36665 -1.98788 0.37119 0.119
N -2.31086 -0.52896 -0.05024 -0.611
N 0.64702 -0.54645 0.10179 -0.613
S -1.53715 0.89801 -0.05740 0.532
S 2.34357 -0.73685 -0.09263 0.145
```

Frontier orbital gap in Eh: 0.337
SMILES: C=NS/C(C)=N/S
HOMO in Eh: -0.310
Total charge: 0
Calculated total energy in hartree: -1023.726984
Energy above the lowest of the compared OMol25 structures with the same formula, charge and spin in kcal/mol: 47.7
LUMO level in eV: 0.743



[6]
Formula: C4H2N2O
Source: OMol25
Level of theory: ωB97M-V with the def2-TZVPD basis set

```
9
Properties=species:S:1:pos:R:3:nbo_charge:R:1
C 2.03921 -0.43863 -0.22243 0.245
C 0.59654 -0.29685 -0.16562 -0.091
C -0.09237 0.98305 -0.12836 0.111
C -1.54371 -0.62894 0.20499 0.323
H 0.19779 2.09236 -0.28133 0.249
H -2.57620 -1.16678 0.09490 0.224
N 3.24699 0.06417 0.34142 -0.238
N -0.39683 -1.33253 -0.00940 -0.416
O -1.47142 0.72415 0.16583 -0.407
```

Frontier orbital gap in Eh: 0.327
SMILES: N#Cc1cocn1
HOMO in Eh: -0.356
Total charge: 0
Calculated total energy in hartree: -338.200638
Energy above the lowest of the compared OMol25 structures with the same formula, charge and spin in kcal/mol: 88.3
LUMO level in eV: -0.798



[7]
Formula: C5H10N3OS
Source: OMol25
Level of theory: ωB97M-V with the def2-TZVPD basis set

```
20
Properties=species:S:1:pos:R:3:nbo_charge:R:1
C -1.53035 1.97645 -1.30509 -0.443
N -1.07013 0.59835 -1.71017 -0.521
C -1.23813 -0.45261 -0.61034 -0.253
C 0.03238 -1.43448 -0.73689 -0.561
S 0.26235 -2.48706 0.80543 0.292
C 1.14233 -1.33349 1.93941 0.262
N 0.85724 -0.89219 3.26086 -0.216
N 1.90014 -0.02424 3.49655 -0.255
C 2.77979 0.09783 2.39461 0.246
O 2.30464 -0.77477 1.37848 -0.445
H -1.22337 2.25800 -0.24878 0.256
H -1.03551 2.72540 -2.02673 0.249
H -2.65988 2.00964 -1.44162 0.250
H -1.60885 0.23976 -2.51654 0.446
H -0.07865 0.68741 -2.00733 0.440
H -1.33555 0.05133 0.40357 0.257
H -2.18848 -1.06002 -0.84517 0.248
H 0.00453 -2.11768 -1.64511 0.262
H 0.97716 -0.79311 -0.82126 0.234
H 3.70834 0.72545 2.23610 0.250
```

Frontier orbital gap in Eh: 0.320
SMILES: C[NH2+]CCSc1nnco1
HOMO in Eh: -0.458
Total charge: +1
Calculated total energy in hartree: -833.848275
Energy above the lowest of the compared OMol25 structures with the same formula, charge and spin in kcal/mol: 62.0
LUMO level in eV: -3.754



[8]
Formula: C21H28F5O2Tc
Source: OMol25
Level of theory: ωB97M-V with the def2-TZVPD basis set

```
57
Properties=species:S:1:pos:R:3:lowdin_spin:R:1
O -2.32978 0.89935 -1.73888 0.001
C -3.21425 0.84253 -2.88810 0.000
C -2.10743 1.33810 -3.83353 0.001
H -4.04440 1.57190 -2.80765 0.000
H -3.55698 -0.19284 -3.05527 0.000
C -1.20624 1.33556 -2.57811 0.000
H -2.20736 2.31402 -4.29260 0.000
H -1.81213 0.57133 -4.54742 0.000
C -0.51839 2.59320 -2.09456 0.000
H -1.15456 3.47262 -1.96724 0.000
H 0.32545 2.85770 -2.75596 0.000
H -0.06053 2.34731 -1.13040 0.000
C -0.14440 0.30214 -2.76629 0.008
H -0.51654 -0.64895 -3.17496 0.000
H 0.39891 0.08737 -1.83880 0.006
H 0.60965 0.67055 -3.48231 0.000
Tc 1.77934 -0.88097 0.50447 2.063
C 2.28406 -2.69362 -0.36938 0.050
C 1.50362 -3.66772 0.35849 0.219
C 0.14501 -3.54136 0.00460 0.129
H 1.91839 -4.39768 1.03841 0.006
C 0.00067 -2.51319 -0.94117 0.157
C 1.32180 -1.97123 -1.22843 0.053
H 1.61607 -1.62935 -2.21510 0.002
H 3.32320 -2.85727 -0.63744 0.003
H -0.65475 -4.17218 0.38330 0.002
H -0.92250 -2.24822 -1.45344 0.008
C 3.98454 -0.71548 0.40352 -0.021
C 3.43337 -0.25503 -0.83844 0.009
C 2.56468 0.84120 -0.57448 0.030
H 3.66913 -0.62355 -1.84559 0.000
C 2.59489 1.09486 0.83862 0.085
C 3.44488 0.10985 1.44042 0.029
H 3.71578 0.05321 2.49068 0.004
H 4.72801 -1.48910 0.54451 0.000
H 1.97095 1.35729 -1.31501 0.005
H 2.03096 1.85887 1.36172 0.011
O -0.85961 0.76576 1.49570 0.032
C -1.42570 1.92325 0.83235 0.001
C -2.74867 2.36951 1.47235 0.001
H -1.64597 1.53204 -0.17449 0.000
H -0.70367 2.75304 0.69732 0.000
C -3.14291 1.20316 2.39827 0.001
H -3.51995 2.61200 0.73107 0.000
H -2.63002 3.28184 2.04544 0.000
C -1.89625 0.29886 2.42647 0.001
H -4.01120 0.66939 1.96285 0.000
H -3.49303 1.49935 3.40661 0.000
H -2.20387 -0.70653 2.11030 0.000
H -1.49846 0.22608 3.46163 0.000
F 1.73660 -2.97912 2.79170 0.011
C 1.00974 -1.82135 2.50474 0.053
F -0.32329 -2.19067 2.29854 0.032
C 1.08368 -1.02696 3.81505 0.004
F 0.23317 -1.59558 4.72039 0.001
F 2.35238 -1.13423 4.30619 0.001
F 0.77394 0.29895 3.69936 0.003
```

Expectation value of S²: 3.787
Frontier orbital gap (alpha / beta) in Eh: 0.255 / 0.240
2S+1: 4
HOMO (alpha / beta) in Eh: -0.426 / -0.435
Total charge: +1
Calculated total energy in hartree: -1547.144135
Energy above the lowest of the compared OMol25 structures with the same formula, charge and spin in kcal/mol: 54.8
LUMO level (alpha / beta) in eV: -4.670 / -5.306